Record 1
Here is C22H24BrI2N4O2Os as an isolated structure at a distorted geometry from the OMol25 dataset. Energies are from ωB97M-V/def2-TZVPD.

## Properties
Energy = -121940.7263 eV
Strongest force on any atom = 3.80 eV Å⁻¹
ΔE to the lowest compared entry with this formula, charge and spin = 11.0 kcal/mol
LUMO (alpha / beta) = -0.3266 / -0.4340 Eh

ORCA input file:
```
! RIJCOSX wB97M-V def2-TZVPD def2/J DEFGRID3
* xyz 3 5
C -4.61 -15.33 -3.78
C -4.78 -15.01 -1.32
H -2.54 -13.27 -11.35
C -4.12 -13.22 -8.93
C -4.03 -14.99 -2.51
H -2.93 -12.66 -5.42
H -3.43 -11.92 -11.94
H -5.63 -10.12 -4.59
N -4.05 -11.45 -4.22
H -2.36 -16.11 -8.17
C -5.63 -12.60 -10.68
H -2.07 -11.60 -3.43
O -4.89 -13.27 -5.31
H -4.50 -18.62 -11.06
I -7.22 -15.45 0.41
H -5.48 -17.18 -5.57
H -2.35 -17.66 -10.26
H -7.92 -15.31 -2.57
H -5.81 -12.21 -11.69
C -4.46 -18.07 -10.09
C -6.85 -15.80 -5.03
C -6.70 -12.92 -9.86
Os -4.41 -14.95 -6.59
C -5.35 -10.90 -3.92
C -3.93 -12.50 -4.98
C -6.66 -16.89 -7.21
H -7.67 -16.46 -4.64
O -3.88 -15.80 -4.78
C -2.81 -10.81 -3.72
C -3.10 -12.42 -11.05
C -6.13 -15.26 -1.41
H -7.32 -16.11 -7.62
C -6.82 -15.29 -2.61
H -7.71 -12.84 -10.21
H -2.41 -11.73 -10.57
C -3.24 -17.43 -9.71
C -6.44 -13.31 -8.53
H -6.54 -18.51 -9.56
H -7.28 -17.78 -7.08
C -6.07 -15.34 -3.78
N -4.37 -16.47 -7.84
N -6.03 -16.42 -5.98
C -3.24 -16.63 -8.58
Br -7.91 -13.14 -7.38
H -7.38 -14.93 -5.48
H -6.02 -11.75 -4.10
H -3.10 -13.19 -8.48
H -3.08 -10.10 -2.92
I -1.99 -14.69 -2.46
H -4.30 -14.91 -0.37
N -5.20 -13.65 -8.14
C -5.62 -17.95 -9.29
H -5.42 -10.62 -2.87
C -5.52 -17.16 -8.13
C -4.31 -12.76 -10.20
H -2.34 -10.20 -4.49
*
```

Atom charges from the natural (NBO) analysis, given in e for atoms 1 to 5: 0.50, -0.27, 0.25, 0.01, -0.24

Record 2
Here is one molecule with the formula C22H24Cl2N4O3S at a distorted geometry from the OMol25 dataset. Energies are from ωB97M-V/def2-TZVPD.

## Properties
Energy = -71186.9219 eV
SMILES = CCn1c(CCNC(=O)c2ccc(Cl)c(Cl)c2)nnc1SCCOc1ccc(OC)cc1
Strongest force on any atom = 1.12 eV Å⁻¹
LUMO = 0.0184 Eh

ORCA input file:
```
! RIJCOSX wB97M-V def2-TZVPD def2/J DEFGRID3
* xyz 0 1
H -4.88 -1.53 -5.97
N 2.52 2.82 1.68
C 3.10 3.85 0.87
H -2.02 0.96 -3.78
Cl -0.89 -2.66 -2.14
H 3.54 4.29 -1.19
C -3.67 -0.92 -0.88
H -4.89 -1.86 -2.35
C -2.65 -0.02 -0.60
C 1.77 -1.20 0.45
C 4.94 0.58 1.42
H -0.31 -2.69 2.67
S -0.06 3.40 1.01
O 3.09 0.44 -0.63
C 1.26 -1.62 1.68
C 4.58 1.58 2.54
C 3.13 1.89 2.48
H 1.89 3.72 -0.92
C -2.48 0.44 -2.95
C -0.56 -2.71 0.55
H -5.78 -1.29 -4.45
H -4.53 -2.57 -4.57
C 0.10 -2.37 1.72
H -4.13 -1.44 -0.06
C -2.06 0.67 -1.66
H 4.16 3.91 1.12
H -0.38 0.73 0.30
H -2.25 2.65 0.62
H 1.72 -1.32 2.61
H -0.78 0.39 1.99
H 2.62 4.80 1.13
C -4.81 -1.56 -4.89
C -3.49 -0.47 -3.23
N 1.02 1.59 2.72
C -4.09 -1.15 -2.18
H -1.83 2.46 2.34
C -1.16 0.83 1.07
N 3.92 -0.43 1.28
H 3.72 -0.98 2.10
C -1.48 2.30 1.32
O -2.30 0.09 0.72
C 1.19 2.56 1.87
C 2.93 3.59 -0.63
H 5.20 2.48 2.45
N 2.24 1.16 3.09
C -0.06 -2.27 -0.68
H -1.27 1.39 -1.49
H 5.90 0.11 1.63
C 2.97 -0.32 0.32
H 4.99 1.10 0.45
C 1.10 -1.52 -0.72
O -3.81 -0.63 -4.55
H 3.22 2.57 -0.87
Cl -2.00 -3.64 0.62
H 4.77 1.12 3.51
H 1.48 -1.17 -1.66
*
```

Atom charges from the natural (NBO) analysis, given in e for atoms 1 to 5: 0.20, -0.37, -0.21, 0.22, 0.04

Record 3
Here is C22H24Cl2NOPV as an isolated structure from the OMol25 dataset. Energies are from ωB97M-V/def2-TZVPD.

## Properties
Energy = -86748.3604 eV
Strongest force on any atom = 0.58 eV Å⁻¹
ΔE to the lowest compared entry with this formula, charge and spin = 2.1 kcal/mol
LUMO (alpha / beta) = -0.2270 / -0.2213 Eh

ORCA input file:
```
! RIJCOSX wB97M-V def2-TZVPD def2/J DEFGRID3
* xyz 2 2
H -3.19 -1.53 4.66
H -1.10 -1.59 -5.07
C -2.64 1.78 -2.27
H -1.72 4.79 -1.03
C -1.80 0.97 -1.53
H 4.04 3.14 -0.16
C -1.74 3.72 -1.17
H 4.68 3.14 2.23
C -1.43 -1.47 1.78
H -2.54 0.86 4.63
C 1.82 1.32 2.43
C -0.20 -2.37 -3.31
H 3.25 1.97 3.88
H 1.22 0.81 3.16
H -0.23 3.36 0.30
C -2.58 -1.14 3.85
C 3.42 2.63 0.57
H -0.43 -4.35 -2.53
H 0.08 -0.49 -4.30
C 2.27 1.99 0.15
C -2.61 3.16 -2.09
C -2.22 0.20 3.84
O 0.16 -1.89 -2.23
Cl 2.13 -2.11 1.76
H -0.33 -4.25 -4.31
H -3.32 1.34 -2.99
C -0.70 -3.76 -3.40
C 3.67 -1.86 0.88
H -2.53 -3.01 2.80
C -0.90 2.91 -0.42
C 2.98 1.97 2.84
H 4.32 -2.70 1.04
C -0.15 -1.53 -4.54
C -1.00 -0.14 1.78
V 0.83 -1.78 -0.33
C -0.93 1.53 -0.59
C 3.78 2.62 1.91
H -1.18 -3.30 0.94
H -1.16 1.74 2.80
H -1.83 -2.21 -0.06
H -1.82 -0.10 -1.69
H 4.08 -0.90 1.18
P 0.05 0.41 0.41
H -1.79 -3.74 -3.49
H 2.00 2.01 -0.90
Cl 3.26 -1.76 -0.87
H 0.60 -1.94 -5.21
N -1.09 -2.33 0.64
C 1.45 1.34 1.08
C -1.44 0.70 2.81
C -2.20 -1.97 2.81
H -3.27 3.79 -2.67
*
```

Atom charges from the natural (NBO) analysis, given in e for atoms 1 to 5: 0.25, 0.27, -0.19, 0.24, -0.23

Record 4
Here is a 6-piece molecular cluster, C22H24Cl4N4 overall at a distorted geometry from the OMol25 dataset. Energies are from ωB97M-V/def2-TZVPD.

## Properties
Energy = -79251.9700 eV
SMILES = c1ccncc1.c1ccncc1.c1ccncc1.c1ccncc1.ClCCl.ClCCl
Strongest force on any atom = 1.30 eV Å⁻¹
ΔE to the lowest compared entry with this formula, charge and spin = 0.0 kcal/mol
LUMO = 0.0173 Eh

ORCA input file:
```
! RIJCOSX wB97M-V def2-TZVPD def2/J DEFGRID3
* xyz 0 1
C 2.08 -0.85 1.43
C -4.27 3.48 1.32
C -0.04 0.78 0.84
N -5.63 0.19 0.72
N 5.99 -2.21 -1.38
C 5.20 -3.39 3.74
H -2.50 -0.03 -0.37
H 1.71 -0.32 3.49
N 0.59 0.14 -0.15
H 4.34 -3.07 4.32
H -4.39 3.45 0.25
C -4.30 0.08 0.68
Cl 0.94 -1.21 -6.12
Cl 5.44 -2.15 2.44
C -3.57 0.11 -0.49
H -6.15 0.36 -2.60
C 5.00 -1.45 -3.85
H 3.09 -1.69 -2.99
H -2.17 3.24 1.36
H -3.72 0.09 -2.66
C 0.35 0.64 2.15
H -0.99 -1.27 -4.91
H 7.03 -1.33 -4.45
H -6.40 3.87 1.74
C -4.19 3.53 4.04
H 2.08 -1.07 -0.75
C 1.43 -0.19 2.46
H -3.83 0.09 1.66
C -3.06 3.35 1.97
H -2.11 3.34 3.97
C -0.14 -0.60 -4.84
H -7.36 0.25 -0.34
H 7.86 -2.19 -2.21
C 4.67 -2.16 -1.58
H 4.58 -1.10 -4.78
C 6.81 -1.98 -2.39
H 2.87 -1.53 1.74
H -0.96 1.32 0.66
H 4.06 -2.43 -0.72
Cl 0.62 -0.75 -3.26
C -6.29 0.23 -0.44
H -4.20 3.60 5.12
N -5.38 3.69 3.45
H -0.38 0.44 -5.03
C 6.36 -1.57 -3.64
C -3.00 3.33 3.35
H 5.05 -4.35 3.27
H -0.23 1.15 2.91
C -4.24 0.14 -1.71
C 4.15 -1.80 -2.81
C 1.61 -0.66 0.14
C -5.41 3.66 2.11
C -5.61 0.25 -1.66
Cl 6.58 -3.43 4.78
*
```

Atom charges from the natural (NBO) analysis, given in e for atoms 1 to 5: -0.25, -0.26, 0.02, -0.41, -0.42